## one
Density functional theory data (wB97M-V/def2-TZVPD) for a 2-piece molecular cluster, C10H16 overall.

**2S+1**: 1
**Charge**: 0
**Kohn-Sham gap**: 0.36831 hartree
**HOMO**: -9.08 eV
**Structure (SMILES)**: CCc1ccccc1.CC

```
26
Properties=species:S:1:pos:R:3:mulliken_charge:R:1
C 2.26337 -0.98775 -1.08356 -1.15
C 0.87496 -0.89026 -0.47536 -0.48
C 0.31956 0.48849 -0.57051 0.60
C 0.64995 1.45896 0.37050 -0.27
C 0.13794 2.75778 0.25564 -0.48
C -0.71195 3.08312 -0.77577 -0.55
C -1.09122 2.10600 -1.66705 -0.53
C -0.55235 0.82525 -1.59517 -0.40
H 2.91314 -0.22261 -0.65828 0.34
H 2.22012 -0.91950 -2.23013 0.28
H 2.68075 -1.96420 -0.81499 0.36
H 0.18025 -1.65304 -0.92045 0.32
H 0.94487 -1.16783 0.58463 0.04
H 1.35080 1.20798 1.21404 0.28
H 0.44535 3.51736 0.95451 0.37
H -0.98173 4.07521 -0.86853 0.46
H -1.75540 2.40387 -2.44338 0.38
H -0.80809 0.10062 -2.33784 0.39
C -1.29330 -3.27031 1.54820 -0.71
C -0.75035 -3.22726 2.97665 -0.95
H -0.46702 -3.47221 0.85263 0.17
H -2.04598 -4.04824 1.48454 0.37
H -1.77140 -2.31406 1.28723 0.23
H -1.53557 -3.05940 3.69824 0.30
H -0.08390 -2.38823 3.09805 0.29
H -0.36590 -4.15984 3.19827 0.31
```



## two
Density functional theory data (wB97M-V/def2-TZVPD) for a 2-piece molecular cluster, C10H16 overall.

**2S+1**: 1
**Charge**: 0
**Kohn-Sham gap**: 0.36913 hartree
**HOMO**: -9.02 eV
**Structure (SMILES)**: CCc1ccccc1.CC

```
26
Properties=species:S:1:pos:R:3:mulliken_charge:R:1
C -2.20712 -1.43798 1.85375 -1.21
C -0.67803 -1.25331 1.76722 -0.48
C -0.13215 -1.28278 0.36294 0.62
C -0.81240 -0.63191 -0.65211 -0.01
C -0.28087 -0.53262 -1.93735 -0.84
C 1.05652 -0.86796 -2.11938 -0.41
C 1.75073 -1.56348 -1.15045 -0.59
C 1.12729 -1.77909 0.07635 -0.30
H -2.88373 -0.82079 1.27609 0.32
H -2.50401 -1.44823 2.90507 0.37
H -2.41150 -2.46963 1.53814 0.32
H -0.42725 -0.28193 2.21627 0.20
H -0.25579 -2.00509 2.43115 0.33
H -1.85646 -0.33093 -0.62560 0.12
H -0.92025 -0.20182 -2.74620 0.38
H 1.54998 -0.63924 -3.05297 0.41
H 2.72570 -1.96240 -1.37670 0.41
H 1.66785 -2.31936 0.84638 0.34
C 0.63004 2.79606 0.55585 -0.60
C 0.80916 2.59650 -0.93967 -0.75
H 1.52502 3.17169 1.02114 0.31
H -0.15986 3.52617 0.73066 0.29
H 0.19506 1.94354 1.08890 0.00
H -0.16058 2.51674 -1.43332 0.25
H 1.41181 1.76957 -1.28712 0.17
H 1.24085 3.50827 -1.34904 0.36
```



Most stable = one



## one
Density functional theory data (wB97M-V/def2-TZVPD) for a 2-piece molecular cluster, C10H16 overall.

**2S+1**: 1
**Charge**: 0
**Kohn-Sham gap**: 0.36833 hartree
**HOMO**: -9.00 eV
**Structure (SMILES)**: CCc1ccccc1.CC

```
26
Properties=species:S:1:pos:R:3:mulliken_charge:R:1
C -0.92930 2.76351 -1.08791 -1.30
C -0.48370 1.76640 0.00402 -0.42
C -0.66370 0.30271 -0.26746 0.71
C -0.44540 -0.20870 -1.55291 -0.30
C -0.60657 -1.56321 -1.79075 -0.62
C -0.93906 -2.43324 -0.76778 -0.37
C -1.14495 -1.94078 0.51163 -0.51
C -0.90096 -0.59617 0.76451 -0.37
H -0.42075 2.51490 -2.01850 0.32
H -0.54656 3.74329 -0.81813 0.42
H -2.01107 2.74555 -1.15753 0.30
H 0.51610 2.01793 0.35489 0.03
H -1.05038 2.07020 0.89154 0.35
H -0.15138 0.47453 -2.34179 0.22
H -0.50033 -1.90017 -2.80935 0.38
H -1.06072 -3.48523 -0.97610 0.40
H -1.56645 -2.56434 1.29801 0.36
H -1.04453 -0.21727 1.77441 0.35
C 2.43869 -0.37665 1.44124 -0.71
C 2.43398 1.08316 1.93519 -0.88
H 1.54803 -0.88594 1.80800 0.16
H 2.40785 -0.50832 0.36589 0.25
H 3.33546 -0.86515 1.81183 0.37
H 2.92081 1.68817 1.16125 0.23
H 3.11962 1.15624 2.77735 0.38
H 1.47144 1.52507 2.14085 0.26
```



## two
Density functional theory data (wB97M-V/def2-TZVPD) for a 2-piece molecular cluster, C10H16 overall.

**2S+1**: 1
**Charge**: 0
**Kohn-Sham gap**: 0.36794 hartree
**HOMO**: -9.00 eV
**Structure (SMILES)**: Cc1ccccc1.CCC

```
26
Properties=species:S:1:pos:R:3:mulliken_charge:R:1
C -1.25227 -2.19821 1.10010 -1.50
C -1.06252 -0.76281 1.54662 0.84
C 0.06215 -0.43507 2.36990 -0.50
C 0.07135 0.74336 3.05663 -0.41
C -0.87040 1.75365 2.80382 -0.43
C -1.95147 1.47742 2.01613 -0.58
C -2.00509 0.21802 1.34639 -0.36
H -1.91233 -2.70159 1.77349 0.39
H -0.39633 -2.80496 0.82438 0.40
H -1.75506 -2.13607 0.09916 0.32
H 0.69405 -1.27821 2.56484 0.40
H 0.85929 1.01571 3.75583 0.35
H -0.62180 2.78420 3.01153 0.34
H -2.78741 2.11155 1.82481 0.41
H -3.00447 -0.05478 0.98934 0.33
C 0.46342 -0.05189 -1.90171 -1.11
C 1.25063 -0.06851 -3.20865 -0.28
C 2.61697 0.61961 -3.00877 -1.03
H 0.13162 0.94546 -1.61499 0.32
H -0.46072 -0.61970 -1.98293 0.33
H 1.06618 -0.39093 -1.05848 0.31
H 1.33913 -1.07856 -3.63037 0.30
H 0.66082 0.45977 -3.97033 0.27
H 3.51713 0.26842 -3.49939 0.33
H 2.48982 1.66190 -3.26067 0.26
H 2.85729 0.52221 -1.94668 0.28
```



Most stable = one



## one
Density functional theory data (wB97M-V/def2-TZVPD) for a 2-piece molecular cluster, C10H16 overall.

**2S+1**: 1
**Charge**: 0
**Kohn-Sham gap**: 0.36694 hartree
**HOMO**: -8.94 eV
**Structure (SMILES)**: CCc1ccccc1.CC

```
26
Properties=species:S:1:pos:R:3:mulliken_charge:R:1
C 0.43313 -3.38680 -1.18418 -1.22
C 1.06542 -1.99151 -1.32444 -0.47
C 0.12088 -1.04365 -0.63146 0.96
C 0.58764 -0.25768 0.48805 -0.95
C -0.32110 0.43113 1.23254 -0.19
C -1.73501 0.27689 1.08875 -0.73
C -2.13720 -0.56939 0.08232 -0.24
C -1.22010 -1.20762 -0.79205 -0.52
H -0.39957 -3.60169 -1.89997 0.30
H 0.03652 -3.66615 -0.23194 0.43
H 1.18054 -4.20805 -1.17691 0.35
H 2.09977 -1.89399 -0.95207 0.36
H 1.16626 -1.74766 -2.48372 0.22
H 1.60829 -0.21249 0.73641 0.39
H -0.04282 1.30140 1.92098 0.41
H -2.37005 0.66887 1.94103 0.31
H -3.20286 -0.97810 0.03777 0.27
H -1.62854 -1.77812 -1.69678 0.26
C 1.05545 3.67386 1.26655 -0.84
C 1.34740 3.24773 -0.12525 -0.79
H 1.83792 3.76928 1.93960 0.31
H 0.52387 4.56522 1.03924 0.30
H 0.11790 3.18611 1.70594 0.25
H 1.85285 4.00588 -0.66391 0.35
H 0.32221 3.29190 -0.52646 0.24
H 1.71867 2.25988 -0.29419 0.23
```



## two
Density functional theory data (wB97M-V/def2-TZVPD) for a 2-piece molecular cluster, C10H16 overall.

**2S+1**: 1
**Charge**: 0
**Kohn-Sham gap**: 0.35733 hartree
**HOMO**: -8.75 eV
**Structure (SMILES)**: CCc1ccccc1.CC

```
26
Properties=species:S:1:pos:R:3:mulliken_charge:R:1
C 1.42815 -2.81270 0.50335 -1.27
C 0.56411 -1.74177 -0.13569 -0.67
C 1.11846 -0.39247 -0.09864 0.93
C 0.85956 0.34427 1.03489 -0.46
C 1.28274 1.63452 0.92847 -0.33
C 1.96239 2.16759 -0.17483 -0.51
C 2.48330 1.26317 -1.14358 -0.39
C 2.10766 -0.03766 -1.01285 -0.60
H 1.09286 -3.13987 1.61786 0.24
H 2.42787 -2.48941 0.32123 0.38
H 1.31912 -3.79165 0.19574 0.43
H 0.59360 -2.10740 -1.22114 0.30
H -0.44994 -1.93361 0.21512 0.22
H 0.21953 -0.01261 1.87604 0.35
H 1.04924 2.27376 1.81902 0.27
H 1.95316 3.30133 -0.52699 0.23
H 3.23811 1.58616 -1.80124 0.44
H 2.53175 -0.76233 -1.66200 0.42
C -3.83641 1.02311 0.32224 -1.04
C -2.60928 0.62749 -0.48556 -0.39
H -4.74744 0.34534 0.13924 0.26
H -3.82970 1.05605 1.41909 0.30
H -4.17223 1.99852 0.12814 0.34
H -1.72104 1.42001 -0.42349 0.14
H -2.62591 0.57357 -1.55629 0.38
H -2.23965 -0.39342 -0.27812 0.03
```



## three
Density functional theory data (wB97M-V/def2-TZVPD) for a 2-piece molecular cluster, C10H16 overall.

**2S+1**: 1
**Charge**: 0
**Kohn-Sham gap**: 0.36980 hartree
**HOMO**: -9.01 eV
**Structure (SMILES)**: Cc1ccccc1.CCC

```
26
Properties=species:S:1:pos:R:3:mulliken_charge:R:1
C 2.59911 -0.74595 1.96965 -1.31
C 1.64361 -1.28033 0.92599 0.74
C 0.41501 -1.82422 1.31558 -0.40
C -0.59508 -1.95592 0.37517 -0.56
C -0.34497 -1.63853 -0.95550 -0.26
C 0.90535 -1.25278 -1.39672 -0.81
C 1.88421 -1.05656 -0.41891 -0.27
H 3.58624 -0.58842 1.53290 0.37
H 2.73832 -1.41167 2.82737 0.35
H 2.16140 0.17270 2.36474 0.25
H 0.27886 -2.20148 2.32287 0.35
H -1.57946 -2.32370 0.63305 0.42
H -1.18661 -1.90156 -1.59149 0.34
H 1.07458 -0.85809 -2.39142 0.46
H 2.87130 -0.73577 -0.71314 0.31
C -1.13188 1.90902 0.60087 -1.03
C -2.11415 1.54813 -0.55059 -0.14
C -1.45526 1.79829 -1.89858 -1.11
H -0.09708 1.97320 0.24381 0.27
H -1.03259 1.12066 1.35120 0.22
H -1.43763 2.86660 1.00831 0.37
H -2.42157 0.51351 -0.39796 0.20
H -2.99044 2.19193 -0.45964 0.36
H -1.00468 2.79068 -1.91746 0.38
H -0.59748 1.14055 -2.06000 0.16
H -2.16911 1.74971 -2.72009 0.33
```



## four
Density functional theory data (wB97M-V/def2-TZVPD) for a 2-piece molecular cluster, C10H16 overall.

**2S+1**: 1
**Charge**: 0
**Kohn-Sham gap**: 0.36608 hartree
**HOMO**: -9.00 eV
**Structure (SMILES)**: Cc1ccccc1.CCC

```
26
Properties=species:S:1:pos:R:3:mulliken_charge:R:1
C -2.00968 0.05995 1.55474 -1.30
C -1.87995 0.19310 0.02523 0.73
C -0.83374 1.06503 -0.55583 -0.36
C -0.74166 1.11612 -1.94581 -0.46
C -1.45740 0.24169 -2.79401 -0.52
C -2.40014 -0.58367 -2.22893 -0.40
C -2.62034 -0.56841 -0.83620 -0.28
H -2.07684 -1.08665 1.72494 0.27
H -2.79191 0.49942 2.21098 0.32
H -1.11960 0.35370 1.91310 0.36
H -0.17816 1.65582 0.10513 0.37
H -0.30739 2.11405 -2.33654 0.25
H -1.21857 0.11072 -3.80866 0.44
H -3.16662 -1.17403 -2.72798 0.32
H -3.49179 -1.14829 -0.41389 0.27
C 2.93863 -0.81124 0.58845 -0.99
C 3.99755 -0.40772 1.65910 -0.20
C 3.08000 -0.00379 2.86159 -1.08
H 3.18381 -1.85128 0.15518 0.28
H 1.87903 -1.01126 0.77967 0.29
H 2.82516 0.03600 -0.14404 0.24
H 4.65466 0.45818 1.33669 0.25
H 4.75391 -1.23640 1.93385 0.27
H 2.70135 0.99797 2.59711 0.25
H 3.66053 0.20628 3.73073 0.36
H 2.25283 -0.73057 2.97368 0.31
```



Most stable = three